1.
Computed, not measured: C23H42O2SSiYb as an isolated structure at a distorted geometry, with wB97M-V/def2-TZVPD.

Output
* charge: +2
* strongest force on any atom: 0.2113 hartree/bohr
* electronic energy: -78834.535 eV

Each line ends with the Mulliken charge.
Cartesian coordinates (Å):
C: 1.9186 0.9149 5.2314  -0.633
C: 0.4834 0.2623 5.7898  -0.221
S: -0.4252 1.6673 6.6310  -0.169
C: -1.5844 2.5690 5.4699  -0.904
C: -1.1488 2.5478 3.8899  1.191
C: -2.4625 2.0949 3.0192  -1.181
C: -2.2075 0.7211 2.1000  0.971
C: -3.6316 -0.0887 2.0708  -0.826
C: -3.7817 -1.1987 0.8745  -0.768
C: -2.3708 -1.7824 0.2789  -0.392
C: -1.6899 -0.8831 -0.9098  0.653
C: -1.8151 -1.5114 -2.4189  -0.443
C: -0.6350 -2.5707 -2.8334  -0.548
Si: 1.0238 -1.7198 -3.4075  0.494
C: 2.0414 -1.2335 -1.7986  -0.811
C: 0.7548 -0.0935 -4.4094  -0.996
C: 2.1860 -2.9984 -4.3430  0.345
C: 1.9665 -4.6360 -4.2946  -0.186
C: 3.0440 -5.5959 -5.0832  -0.383
C: 4.3064 -4.8905 -5.9069  -0.300
C: 4.5471 -3.2493 -5.9743  -0.437
C: 3.4503 -2.2841 -5.1722  -0.265
O: -0.7935 3.9480 3.5105  -0.494
C: 0.4586 3.9884 2.7391  -0.426
C: 0.1476 3.6743 1.1396  0.398
O: 1.3060 4.1147 0.3391  -0.364
C: 0.8919 4.7304 -0.9354  -0.526
H: 2.8533 0.3867 5.6970  0.317
H: 1.9115 0.9373 4.0512  0.051
H: 1.9587 2.0608 5.5638  0.222
H: 0.7773 -0.6335 6.4837  0.371
H: -0.0527 -0.1753 4.8378  -0.022
H: -1.5762 3.7128 5.8120  0.336
H: -2.6867 2.1951 5.6807  0.306
H: -0.2119 1.8942 3.6374  -0.170
H: -3.4325 1.9110 3.6520  0.444
H: -2.7145 2.9725 2.2507  0.275
H: -1.3134 0.0889 2.5243  -0.266
H: -1.8991 1.1359 1.0298  -0.318
H: -4.4848 0.7232 1.8761  0.301
H: -3.8807 -0.5709 3.1206  0.349
H: -4.4722 -0.7882 0.0135  0.320
H: -4.3599 -2.1259 1.3518  0.310
H: -2.5433 -2.8844 -0.1454  0.481
H: -1.5652 -1.8958 1.1377  0.077
H: -0.5657 -0.7103 -0.6087  -0.518
H: -2.2111 0.1852 -0.9372  0.586
H: -2.8653 -2.0515 -2.5467  0.362
H: -1.8487 -0.5956 -3.1830  0.235
H: -1.0978 -3.2750 -3.6767  0.405
H: -0.3513 -3.2063 -1.8864  0.030
H: 1.5190 -0.4009 -1.1641  0.254
H: 2.1989 -2.2536 -1.2050  0.131
H: 3.1241 -0.9191 -2.1822  0.398
H: -0.3783 0.1712 -4.5974  0.307
H: 1.3235 -0.0491 -5.4405  0.355
H: 1.1854 0.7951 -3.7388  0.293
H: 1.0334 -5.0348 -3.6807  0.160
H: 2.8897 -6.7706 -5.0062  0.300
H: 5.0672 -5.6272 -6.4569  0.308
H: 5.4551 -2.7321 -6.5277  0.312
H: 3.5764 -1.0971 -5.1836  0.167
H: 0.8272 5.1228 2.7635  0.326
H: 1.3383 3.3577 3.1833  0.123
H: -0.8071 4.3378 0.8752  0.301
H: -0.1008 2.5347 0.9650  -0.366
H: 1.1264 5.8970 -0.9553  0.243
H: -0.2350 4.5366 -1.2243  0.251
H: 1.5298 4.2748 -1.8345  0.205
Yb: -0.0213 -1.9312 0.0779  0.669


2.
Computed, not measured: a 2-piece molecular cluster, C23H43BBr2F6IN2O3P overall, with wB97M-V/def2-TZVPD.

Output
* charge: 0
* strongest force on any atom: 0.0181 hartree/bohr
* electronic energy: -208124.361 eV

Each line ends with the Mulliken charge.
Cartesian coordinates (Å):
C: 1.2962 -2.8308 3.6555  -1.386
C: 0.4492 -2.0083 2.6786  -0.910
C: 1.0400 -0.6347 2.2899  0.235
F: 2.3331 -0.5884 2.8032  -0.387
C: 1.1095 -0.0319 0.8102  1.056
F: 2.3989 0.5526 0.8000  -0.477
C: 1.2864 -1.0477 -0.3807  2.072
C: 1.9974 -0.4718 -1.6330  -2.828
C: 2.2189 -2.2629 -0.0082  -1.434
C: 3.7526 -2.0657 -0.0319  -1.354
C: 4.6102 -1.4673 1.0815  -1.180
I: 5.0514 -2.7927 2.6996  -0.019
N: -0.1036 -1.5060 -0.9393  -0.419
P: -0.5077 -3.3342 -0.9832  0.819
O: 0.1044 -3.7609 -2.2528  -0.677
C: -1.3776 -0.6571 -0.6845  -0.761
Br: -2.1113 -1.3578 0.9743  0.226
C: -2.3587 -1.0955 -1.8231  -1.392
C: -3.6279 -1.8673 -1.4934  0.306
C: -4.0473 -2.5341 -2.8105  -1.591
C: -4.8006 -1.0612 -0.9445  -1.706
C: -1.0483 0.8797 -0.6020  3.485
C: -0.6426 1.2487 -2.0815  -2.755
B: -1.1965 2.5162 -2.8887  1.022
O: -1.9447 2.3517 -4.0418  -0.619
O: -0.7895 3.7704 -2.5374  -0.559
C: -2.3736 1.6846 -0.3719  0.562
F: -3.1394 1.6727 -1.5085  -0.231
F: -2.0887 2.9845 -0.1444  -0.231
F: -3.1789 1.2634 0.5960  -0.213
C: 0.1533 1.2355 0.5312  1.687
C: 0.9741 2.3681 -0.2192  -3.422
N: 1.8281 3.2671 0.5293  0.278
C: 2.1925 4.4328 -0.2769  -1.087
C: -0.2712 1.9937 1.8748  -2.329
Br: -1.7102 1.3434 3.0696  0.001
C: 0.8713 2.3116 2.9014  -0.349
C: 0.8443 3.7731 3.3741  -1.512
H: 1.6588 -2.2471 4.4996  0.309
H: 2.1171 -3.3424 3.1602  0.132
H: 0.6429 -3.6112 4.0578  0.449
H: 0.2166 -2.6502 1.8367  0.166
H: -0.5083 -1.8347 3.1643  0.481
H: 0.4941 0.0656 2.9008  0.208
H: 2.7014 0.3230 -1.4120  0.299
H: 1.3200 -0.1351 -2.4095  0.652
H: 2.5546 -1.2718 -2.1215  0.550
H: 1.9129 -2.8394 0.8609  0.407
H: 2.0724 -2.9462 -0.8565  0.809
H: 4.1341 -3.0897 -0.1299  0.660
H: 4.0863 -1.6131 -0.9673  0.326
H: 5.6043 -1.3211 0.6609  0.756
H: 4.2883 -0.5131 1.4782  0.093
H: 0.0287 -1.4291 -1.9535  1.345
H: -1.9005 -3.4396 -0.8752  0.086
H: 0.1154 -3.8358 0.1590  0.059
H: -1.7984 -1.7381 -2.5217  0.525
H: -2.6204 -0.2610 -2.4744  0.972
H: -3.4897 -2.7822 -0.8951  0.249
H: -3.9058 -1.8909 -3.6919  0.282
H: -5.0679 -2.8938 -2.7104  0.446
H: -3.4685 -3.4533 -2.9351  0.302
H: -4.6705 -0.7097 0.0805  0.150
H: -5.6450 -1.7531 -0.9179  0.595
H: -5.0703 -0.2326 -1.6092  0.218
H: -0.8328 0.4180 -2.7610  0.240
H: 0.4193 1.4168 -2.1925  0.324
H: -2.8275 1.9876 -3.8999  0.349
H: -1.3534 4.4344 -2.9630  0.302
H: 1.5568 1.9280 -1.0255  0.243
H: 0.2148 3.0235 -0.6405  1.085
H: 2.6689 2.8113 0.8542  0.371
H: 3.1892 4.7718 0.0119  0.414
H: 2.2133 4.2207 -1.3548  0.317
H: 1.5052 5.2640 -0.0969  0.280
H: -0.6389 2.9626 1.5602  1.453
H: 1.8523 2.0257 2.5392  0.210
H: 0.7278 1.7017 3.7938  0.792
H: -0.1453 4.2173 3.2462  0.307
H: 1.0975 3.8273 4.4350  0.397
H: 1.5752 4.3717 2.8329  0.295
F: -4.2185 -4.2103 -0.7291  -0.827


3.
Computed, not measured: C23H43BCl2F4HoN3O4Si as an isolated structure at a distorted geometry, with wB97M-V/def2-TZVPD.

Output
* 2S+1: 5
* charge: 0
* strongest force on any atom: 0.0529 hartree/bohr
* energy relative to the best compared isomer or geometry (same formula, charge and spin): 0.000 eV
* electronic energy: -107487.752 eV
* expectation value of S²: 6.0040

Each line ends with the Mulliken spin population.
Cartesian coordinates (Å):
C: -2.2436 -0.3729 -5.3198  0.000
C: -1.3723 -1.0463 -4.2934  0.000
H: -1.6984 0.3514 -5.9319  0.000
H: -3.1144 0.1124 -4.8597  0.000
H: -2.6279 -1.1211 -6.0171  0.000
C: -0.5641 -2.0655 -4.6731  0.000
C: -0.3752 -2.4848 -6.0929  0.000
H: -0.0841 -2.7367 -3.9408  0.000
H: 0.3554 -1.9119 -6.6922  0.000
H: -1.3171 -2.5427 -6.6550  0.000
H: 0.0053 -3.5159 -6.1172  0.000
Ho: -0.5318 1.0546 2.5144  4.026
Cl: -2.9014 1.4480 3.2506  -0.007
C: -0.7206 -2.0274 2.9132  -0.001
O: 0.0377 -1.0161 3.0181  -0.002
N: -0.2772 -3.2597 3.0048  0.000
C: 1.1801 -3.4090 2.9969  0.000
C: -1.0778 -4.2606 3.7113  0.000
H: -1.7982 -1.9004 2.6995  -0.001
H: 1.6356 -2.5264 3.4767  0.000
H: 1.5209 -3.4565 1.9515  0.000
H: 1.4532 -4.3345 3.4969  0.000
H: -2.1183 -3.9035 3.7431  0.000
H: -0.7079 -4.4021 4.7415  0.000
H: -1.0381 -5.2278 3.1960  0.000
H: 2.1096 5.0973 5.3315  0.000
H: -1.1266 4.1537 5.9824  0.000
C: 1.6713 4.2125 4.8521  0.000
C: -0.6150 5.0126 5.5101  0.000
N: 0.2972 4.5546 4.4552  -0.001
H: 1.6638 3.3815 5.5773  0.000
C: -0.2354 4.1931 3.2751  -0.002
O: 0.1560 3.2469 2.5451  0.001
H: -1.3769 5.6729 5.0681  0.000
H: -1.1137 4.8110 2.9813  0.000
H: 2.2353 3.9558 3.9429  0.000
H: -0.0552 5.5596 6.2745  0.000
H: 2.2913 0.9137 -2.3727  0.000
H: 2.8831 -1.8574 -2.7060  0.000
C: 3.1766 0.7037 -1.7447  0.000
C: 3.4480 -1.7451 -1.7709  0.000
N: 3.0296 -0.5514 -1.0314  0.000
H: 3.2982 1.5162 -1.0281  0.000
C: 2.4056 -0.5615 0.1797  0.001
O: 2.0264 0.4481 0.7909  0.000
H: 3.3229 -2.6455 -1.1715  0.000
H: 2.2666 -1.5792 0.5812  0.000
H: 4.0549 0.6220 -2.3954  0.000
H: 4.5029 -1.6489 -2.0603  0.000
O: -0.7374 0.6164 -2.6143  0.000
C: -1.5556 -0.5786 -2.8638  0.000
C: 0.0350 -2.1567 -1.7242  0.000
C: -1.2663 -1.6899 -1.8950  0.000
H: 0.8401 -1.6744 -2.2654  0.000
C: 0.2524 -3.3334 -0.9746  0.000
H: -2.6273 -0.3682 -2.7685  0.000
C: -2.3207 -2.3256 -1.2476  0.000
H: 1.2448 -3.7559 -0.8796  0.000
C: -0.8056 -3.9694 -0.3380  0.000
C: -2.0918 -3.4570 -0.4538  0.000
H: -3.3294 -1.9506 -1.4104  0.000
H: -0.6571 -4.8727 0.2680  0.000
H: -2.9371 -3.9030 0.0737  0.000
Si: -0.5744 2.2177 -2.7562  0.000
Cl: -1.5771 -0.3963 0.9386  -0.011
C: 0.8513 2.9614 -1.7342  0.000
C: -1.8946 2.8846 -1.4957  0.000
C: -0.6381 2.6359 -4.5475  0.000
H: 0.8985 2.3164 -0.8611  0.001
H: 0.6514 3.9729 -1.3661  0.000
H: 1.8310 2.9799 -2.2263  0.000
H: 0.1436 2.2123 -5.1807  0.000
H: -0.6259 3.7208 -4.6798  0.000
H: -1.5452 2.2627 -5.0297  0.000
H: -2.4697 2.0171 -1.1681  0.000
H: -2.5519 3.6734 -1.8581  0.000
H: -1.4108 3.2809 -0.5839  0.000
F: -0.5636 1.5585 4.9859  -0.003
B: 0.6420 0.7003 5.3421  0.000
F: 1.3930 0.8321 4.1102  -0.001
F: 1.2943 1.2474 6.4271  0.000
F: 0.1662 -0.5699 5.5896  0.000